# 1
Below is a cluster of 14 separate species, C84H210N14O28 in total in a non-equilibrium geometry, with properties calculated with ωB97M-V with the def2-TZVPD basis set.

```
! RIJCOSX wB97M-V def2-TZVPD def2/J DEFGRID3
* xyz 0 1
C 34.531 11.143 18.319
O 33.406 11.636 19.030
C 32.964 12.933 18.681
C 31.744 13.264 19.460
N 30.563 12.432 19.060
C 29.316 12.628 19.725
C 28.774 14.078 19.581
O 27.558 14.189 20.313
C 27.125 15.522 20.421
H 34.539 10.090 18.572
H 35.459 11.699 18.505
H 34.238 11.192 17.238
H 32.827 13.134 17.637
H 33.748 13.642 19.059
H 31.584 14.378 19.297
H 32.074 13.178 20.555
H 30.672 11.442 19.292
H 29.383 12.450 20.839
H 28.526 12.016 19.333
H 28.585 14.349 18.533
H 29.440 14.849 19.968
H 27.774 16.094 21.096
H 26.123 15.472 20.861
H 27.012 16.073 19.450
C 15.882 24.835 11.469
O 15.208 23.823 12.168
C 14.671 22.683 11.523
C 14.049 21.803 12.645
N 13.186 20.736 12.073
C 13.814 19.837 11.187
C 14.655 18.817 11.951
O 15.965 19.379 12.001
C 16.800 18.491 12.657
H 15.175 25.445 10.861
H 16.683 24.469 10.844
H 16.320 25.434 12.216
H 15.427 22.117 10.987
H 13.891 22.967 10.880
H 13.477 22.382 13.418
H 14.895 21.370 13.198
H 12.462 21.270 11.583
H 14.447 20.234 10.391
H 13.038 19.361 10.649
H 14.656 17.830 11.465
H 14.239 18.683 12.960
H 17.775 18.967 12.744
H 16.953 17.637 12.020
H 16.442 18.268 13.669
C 20.883 20.818 10.797
O 20.790 21.895 11.674
C 20.720 23.080 10.937
C 21.115 24.280 11.811
N 20.427 24.299 13.155
C 18.937 24.369 12.988
C 18.286 24.237 14.377
O 18.550 23.005 15.033
C 18.008 21.790 14.470
H 20.746 19.934 11.383
H 21.800 20.829 10.188
H 20.054 20.917 10.059
H 19.802 23.140 10.368
H 21.475 23.005 10.161
H 20.855 25.238 11.334
H 22.244 24.360 11.947
H 20.645 23.422 13.623
H 18.513 23.618 12.291
H 18.773 25.306 12.483
H 17.190 24.337 14.268
H 18.625 25.053 15.019
H 18.519 21.655 13.550
H 16.919 21.887 14.298
H 18.253 21.007 15.210
C 18.388 16.533 18.102
O 18.888 16.093 16.861
C 18.834 17.015 15.795
C 19.970 18.025 15.677
N 21.278 17.517 15.231
C 21.891 16.423 16.016
C 22.378 16.980 17.338
O 23.152 16.058 18.119
C 23.858 16.547 19.276
H 18.923 17.438 18.402
H 18.486 15.641 18.743
H 17.325 16.751 17.904
H 17.916 17.642 15.856
H 18.740 16.435 14.884
H 20.037 18.695 16.542
H 19.547 18.761 14.981
H 21.813 18.357 15.069
H 22.757 15.924 15.531
H 21.148 15.657 16.272
H 21.496 17.319 17.906
H 22.929 17.915 17.159
H 23.155 16.786 20.089
H 24.505 17.439 19.035
H 24.553 15.711 19.517
C 19.450 21.096 17.715
O 19.777 20.505 18.959
C 18.546 20.297 19.732
C 18.971 20.011 21.123
N 19.623 21.142 21.729
C 20.181 20.936 23.026
C 19.197 21.086 24.208
O 19.986 21.061 25.389
C 19.262 21.387 26.519
H 20.365 21.237 17.165
H 19.030 22.072 17.958
H 18.744 20.467 17.184
H 18.128 19.389 19.304
H 17.861 21.138 19.641
H 19.679 19.169 21.122
H 18.163 19.706 21.787
H 20.403 21.463 21.192
H 20.912 21.694 23.167
H 20.716 19.985 23.123
H 18.454 20.270 24.230
H 18.644 22.025 24.092
H 18.450 20.681 26.777
H 18.799 22.345 26.450
H 19.878 21.534 27.391
C 28.249 18.626 10.225
O 27.499 19.483 11.112
C 26.150 19.809 10.542
C 25.559 20.838 11.518
N 25.510 20.368 12.873
C 24.728 19.104 13.118
C 24.381 19.015 14.583
O 23.280 19.757 15.002
C 23.297 21.176 14.922
H 29.250 18.602 10.657
H 28.389 19.058 9.200
H 27.805 17.617 10.115
H 25.644 18.831 10.491
H 26.227 20.248 9.543
H 24.546 21.175 11.311
H 26.282 21.665 11.512
H 26.452 20.233 13.248
H 25.265 18.257 12.678
H 23.749 19.186 12.560
H 25.259 19.228 15.201
H 24.149 17.929 14.648
H 24.342 21.464 14.762
H 22.823 21.642 15.804
H 22.701 21.524 14.054
C 23.078 17.319 22.909
O 24.281 16.669 22.482
C 25.448 17.306 22.823
C 25.871 18.425 21.832
N 24.935 19.508 21.923
C 25.078 20.420 23.059
C 23.827 21.215 23.293
O 23.531 22.187 22.262
C 24.334 23.318 22.337
H 22.684 17.961 22.110
H 23.274 17.989 23.752
H 22.307 16.624 23.195
H 26.224 16.520 22.885
H 25.370 17.790 23.819
H 25.965 18.085 20.809
H 26.876 18.809 22.150
H 24.869 20.085 21.094
H 25.992 21.039 23.069
H 25.236 19.843 23.943
H 23.809 21.687 24.291
H 23.063 20.448 23.298
H 24.327 23.808 23.304
H 23.934 24.070 21.677
H 25.354 23.120 21.981
C 19.914 10.578 16.534
O 20.948 11.074 17.334
C 21.435 12.378 17.054
C 22.503 12.735 18.074
N 23.717 11.976 17.873
C 24.681 12.137 18.955
C 24.146 11.811 20.314
O 23.502 10.556 20.446
C 23.660 10.019 21.732
H 20.198 10.218 15.530
H 19.069 11.217 16.354
H 19.500 9.672 17.019
H 20.617 13.121 17.147
H 21.859 12.414 16.051
H 22.060 12.631 19.070
H 22.743 13.800 18.053
H 23.471 11.004 17.731
H 24.925 13.205 19.061
H 25.628 11.578 18.753
H 23.476 12.607 20.673
H 24.926 11.846 21.043
H 23.102 9.094 21.804
H 23.152 10.704 22.461
H 24.678 9.767 22.125
C 20.426 15.024 12.753
O 19.208 14.520 13.271
C 19.291 13.754 14.439
C 17.944 13.334 14.913
N 17.309 12.371 14.038
C 16.047 11.915 14.566
C 15.445 10.741 13.849
O 15.448 10.920 12.484
C 15.107 9.758 11.861
H 20.911 15.685 13.480
H 20.221 15.579 11.839
H 21.165 14.229 12.546
H 19.860 14.270 15.220
H 19.896 12.849 14.155
H 17.336 14.177 15.196
H 18.236 12.879 15.845
H 17.179 12.730 13.098
H 15.313 12.705 14.454
H 16.158 11.766 15.602
H 14.457 10.609 14.311
H 15.938 9.820 14.107
H 14.015 9.701 11.903
H 15.393 8.869 12.455
H 15.503 9.708 10.856
C 13.155 12.125 16.968
O 14.462 12.043 17.538
C 14.958 13.345 17.785
C 16.355 13.329 18.300
N 16.565 13.069 19.743
C 16.578 11.646 20.155
C 17.871 10.877 20.032
O 18.714 11.279 21.166
C 20.120 11.283 20.826
H 13.201 12.346 15.887
H 12.592 12.859 17.496
H 12.785 11.095 17.163
H 14.261 13.837 18.476
H 14.935 14.006 16.910
H 16.779 14.325 18.141
H 16.998 12.581 17.812
H 17.441 13.501 19.998
H 15.850 11.086 19.578
H 16.256 11.595 21.210
H 18.350 11.122 19.078
H 17.779 9.793 19.995
H 20.322 12.080 20.081
H 20.351 10.329 20.330
H 20.781 11.401 21.691
C 13.801 15.248 24.082
O 14.483 15.767 22.980
C 13.756 15.578 21.767
C 14.577 16.344 20.760
N 14.471 17.777 20.899
C 15.315 18.584 20.088
C 14.752 18.775 18.655
O 15.740 19.425 17.921
C 15.232 19.871 16.703
H 14.221 15.692 24.997
H 13.815 14.148 24.190
H 12.750 15.560 24.010
H 12.662 15.886 21.840
H 13.747 14.502 21.517
H 14.216 16.047 19.747
H 15.615 16.016 20.877
H 14.519 17.966 21.898
H 16.366 18.226 20.004
H 15.387 19.528 20.630
H 13.860 19.442 18.497
H 14.529 17.754 18.337
H 14.523 20.677 16.789
H 14.729 19.057 16.194
H 16.094 20.203 16.159
C 29.327 20.575 13.668
O 28.821 20.085 14.818
C 29.032 21.019 15.904
C 28.431 20.508 17.128
N 26.979 20.461 16.970
C 26.340 19.914 18.117
C 24.837 20.452 18.028
O 24.079 20.060 19.166
C 22.760 20.623 19.122
H 29.630 19.731 12.990
H 30.163 21.215 13.863
H 28.654 21.194 13.092
H 28.789 22.038 15.622
H 30.105 20.984 16.097
H 28.681 20.986 18.064
H 28.906 19.483 17.163
H 26.775 20.036 16.088
H 26.816 20.350 18.997
H 26.367 18.820 18.198
H 24.323 20.151 17.117
H 24.784 21.545 17.973
H 22.315 20.511 20.090
H 22.137 20.220 18.296
H 22.879 21.717 18.935
C 25.974 13.831 16.489
O 26.800 14.871 16.069
C 26.088 15.912 15.499
C 27.093 16.923 14.930
N 28.062 16.229 14.058
C 29.258 16.983 13.613
C 30.060 16.223 12.472
O 30.409 14.909 12.838
C 30.795 14.070 11.755
H 25.189 14.172 17.199
H 26.559 13.012 16.873
H 25.489 13.430 15.582
H 25.513 16.406 16.300
H 25.439 15.565 14.663
H 27.610 17.401 15.798
H 26.645 17.759 14.411
H 28.358 15.343 14.457
H 29.963 17.296 14.400
H 28.893 17.838 13.065
H 30.949 16.812 12.255
H 29.477 16.245 11.576
H 31.083 13.116 12.200
H 31.730 14.507 11.305
H 29.996 14.021 11.009
C 20.701 15.151 20.576
O 19.444 14.736 21.012
C 18.997 15.514 22.084
C 17.769 14.838 22.710
N 18.190 13.643 23.396
C 17.156 13.011 24.189
C 17.381 11.516 24.305
O 16.210 10.939 24.847
C 16.355 9.512 24.950
H 21.444 15.290 21.394
H 20.698 16.137 20.017
H 21.023 14.376 19.869
H 18.665 16.529 21.803
H 19.805 15.687 22.798
H 16.887 14.646 22.062
H 17.431 15.616 23.419
H 18.574 12.999 22.741
H 16.131 13.083 23.774
H 17.177 13.467 25.175
H 18.186 11.311 25.094
H 17.661 11.042 23.371
H 17.369 9.286 25.293
H 16.215 8.967 23.997
H 15.678 9.163 25.763
*
```

Output
* molar mass: 1864.67 g mol⁻¹
* maximum force: 3.6 eV Å⁻¹
* electronic energy: -168682.911 eV
* energy above the lowest of the compared OMol25 structures with the same formula, charge and spin: 393.1 kJ/mol
* frontier orbital gap: 8.6 eV



# 2
Below is the ion C18H17N2 with charge +1 in a non-equilibrium geometry, with properties calculated with ωB97M-V with the def2-TZVPD basis set.

```
! RIJCOSX wB97M-V def2-TZVPD def2/J DEFGRID3
* xyz 1 1
N -2.417 -0.510 1.834
C -1.715 -0.362 0.875
C -0.901 -0.001 -0.259
N -1.393 -0.823 -1.411
C -1.266 -0.380 -2.714
C -1.161 -1.282 -3.768
C -1.297 -2.634 -3.568
C -1.627 -3.085 -2.299
C -1.755 -2.164 -1.221
C 0.639 0.259 0.533
C 0.531 1.240 1.655
C 0.122 0.798 2.933
C -0.099 1.689 3.981
C 0.084 3.071 3.792
C 0.567 3.520 2.551
C 0.777 2.625 1.497
C 1.089 -1.082 0.844
C 1.809 -1.594 -0.192
C 2.159 -0.561 -1.223
C 1.493 0.730 -0.671
H -1.199 1.045 -0.609
H -1.028 0.706 -2.816
H -0.862 -0.873 -4.741
H -1.092 -3.341 -4.344
H -1.696 -4.120 -2.023
H -1.902 -2.499 -0.193
H -0.055 -0.268 3.132
H -0.559 1.334 4.916
H -0.128 3.788 4.592
H 0.651 4.598 2.357
H 1.134 2.999 0.531
H 0.873 -1.614 1.777
H 2.174 -2.613 -0.294
H 1.684 -0.748 -2.197
H 3.242 -0.481 -1.428
H 2.302 1.444 -0.416
H 0.824 1.190 -1.413
*
```

Output
* molar mass: 261.35 g mol⁻¹
* SMILES: N#C[C@H]([n+]1ccccc1)[C@@]1(c2ccccc2)C=CCC1
* maximum force: 6.2 eV Å⁻¹
* electronic energy: -21912.771 eV
* energy above the lowest of the compared OMol25 structures with the same formula, charge and spin: 183.7 kJ/mol
* frontier orbital gap: 7.1 eV